Below is a structure of composition C25H30N2O4SZn, with properties calculated with ωB97M-V/def2-TZVPD.

The HOMO-LUMO gap is 5.43 eV. Its spin multiplicity is 1. As for the charge: 0.

```
63
Properties=species:S:1:pos:R:3:lowdin_charge:R:1
Zn 10.121 9.707 7.579 0.7446
S 9.218 6.859 6.440 1.0907
O 12.148 10.390 7.460 -0.1421
O 10.850 9.530 9.434 -0.1728
O 9.002 11.382 7.395 -0.1715
O 9.270 8.506 6.406 -0.5512
N 12.120 9.325 9.453 -0.0093
N 12.801 9.830 8.482 -0.2064
C 8.515 13.619 6.600 -0.1538
C 16.329 10.714 7.901 -0.0854
C 6.540 13.891 8.607 -0.0579
C 12.970 6.566 5.002 -0.0383
C 10.891 6.416 6.181 -0.4555
C 9.489 13.632 5.436 -0.3640
C 11.625 6.971 5.162 -0.0618
C 9.683 12.309 4.689 -0.0776
C 6.817 14.931 7.736 -0.1321
C 7.309 12.714 8.491 -0.1310
C 6.728 10.205 8.892 -0.0719
C 11.439 5.477 7.048 -0.0839
C 14.216 9.791 8.556 -0.1877
C 7.021 11.592 9.488 -0.3746
C 16.960 9.924 8.801 -0.1085
C 10.814 14.008 6.119 -0.0704
C 8.518 6.506 4.834 -0.2292
C 16.263 8.953 9.507 -0.0628
C 7.736 14.772 6.716 -0.0742
C 8.196 11.535 10.466 -0.0693
C 14.859 8.913 9.416 -0.0135
C 8.361 12.511 7.505 -0.2855
C 12.758 5.075 6.915 -0.0577
C 13.543 5.682 5.917 -0.0544
C 14.946 10.681 7.782 -0.0016
H 11.662 14.046 5.418 0.0719
H 8.699 11.964 4.268 0.0963
H 9.123 14.402 4.743 0.1242
H 16.834 8.289 10.147 0.1035
H 5.774 13.953 9.393 0.1066
H 10.084 11.523 5.347 0.0504
H 14.269 8.220 10.013 0.1079
H 6.081 10.343 8.018 0.0853
H 7.621 9.642 8.666 0.0348
H 8.060 10.698 11.138 0.0720
H 9.136 11.357 9.908 0.0618
H 6.123 11.861 10.107 0.1310
H 6.101 9.620 9.590 0.0768
H 6.304 15.871 7.825 0.0830
H 10.374 12.379 3.879 0.0537
H 10.729 14.972 6.604 0.0709
H 13.565 7.013 4.205 0.1140
H 7.428 6.493 4.902 0.0613
H 11.099 13.275 6.912 0.0890
H 16.885 11.335 7.197 0.1145
H 7.845 15.564 5.966 0.1089
H 10.794 5.083 7.841 0.1156
H 14.431 11.335 7.103 0.1122
H 18.014 10.000 8.938 0.0981
H 13.219 4.304 7.516 0.1099
H 11.183 7.740 4.527 0.1232
H 8.809 5.504 4.464 0.0823
H 14.584 5.348 5.901 0.1138
H 8.830 7.294 4.127 0.0749
H 8.308 12.452 11.012 0.0724
```

---

Below is the molecule C4H9IO2Si, with properties calculated with ωB97M-V/def2-TZVPD.

The HOMO-LUMO gap is 9.87 eV. As for the SMILES: C=C[Si](I)(OC)OC. Its spin multiplicity is 1. As for the charge: 0.

```
17
Properties=species:S:1:pos:R:3:lowdin_charge:R:1
I -2.744 -0.036 -0.168 0.5090
Si -0.254 -0.267 -0.125 0.2604
O 0.176 1.650 0.501 -0.3741
O 0.422 -0.352 -1.589 -0.2917
C 0.251 -1.646 1.045 -0.2705
C -0.277 2.067 1.759 -0.2630
C 0.069 0.377 -2.719 -0.1353
C 1.067 -2.596 0.735 -0.0437
H -0.920 0.776 -2.555 0.0388
H -0.523 3.115 1.638 0.0677
H -0.236 -1.620 2.021 0.0661
H 0.498 2.038 2.574 0.0821
H 1.508 -2.484 -0.286 0.0834
H -1.163 1.415 1.985 0.0282
H 0.652 1.188 -2.833 0.0450
H 0.156 -0.461 -3.558 0.1467
H 1.318 -3.165 1.575 0.0509
```

---

Below is a cluster of 2 separate species, C5H8BF3NO4 in total, with properties calculated with ωB97M-V/def2-TZVPD.

The HOMO-LUMO gap is 7.20 eV. Its spin multiplicity is 1. As for the charge: -1.

```
22
Properties=species:S:1:pos:R:3:lowdin_charge:R:1
F -2.641 -0.534 -2.714 0.0210
F -1.145 0.115 -1.256 -0.0400
F -1.519 -2.002 -1.541 -0.0385
O 1.195 1.743 1.746 0.0123
O 1.457 0.490 -0.104 0.1491
O 1.859 -0.092 -2.928 0.1092
O 1.434 -2.397 -2.968 0.0796
N -0.475 -0.840 -3.290 0.2232
C -1.338 -0.815 -2.347 -0.6755
C 0.390 1.685 2.929 -0.1768
C -0.839 0.862 2.548 -0.1517
C 0.885 0.700 0.915 -0.4652
C -0.261 -0.097 1.507 -0.0725
B 0.893 -1.084 -3.033 -0.8035
H 0.153 -1.000 1.958 0.1308
H 1.507 0.651 -2.429 0.0653
H -1.307 0.374 3.401 0.1076
H 0.974 1.208 3.722 0.1184
H -0.955 -0.373 0.718 0.1039
H -1.581 1.507 2.077 0.1172
H 1.161 -2.803 -2.142 0.0701
H 0.154 2.703 3.232 0.1160
```

---

Below is a structure of composition C3H5I3O, with properties calculated with ωB97M-V/def2-TZVPD.

The HOMO-LUMO gap is 8.29 eV. Its spin multiplicity is 1. As for the charge: 0.

```
12
Properties=species:S:1:pos:R:3:lowdin_charge:R:1
I 3.732 -1.201 1.325 0.6424
I 3.005 2.078 0.144 0.6572
I 2.661 -0.673 -2.092 0.6020
O 0.576 -1.703 0.940 -0.0268
C -0.324 0.301 -0.417 -0.0784
C 0.618 -0.385 0.660 -0.4218
C 2.440 0.013 0.009 -1.6965
H -1.245 0.631 0.104 0.0911
H 0.942 0.262 1.536 0.1056
H 0.476 -2.175 0.183 0.0466
H -0.484 -0.415 -1.150 0.0240
H 0.109 1.115 -1.022 0.0546
```